(1)
{
  "formula": "C9H31NO7",
  "method": "ωB97M-V with the def2-TZVPD basis set",
  "orbital_gap_ev": 8.36,
  "lumo_ev": 0.23,
  "relative_energy_kj_mol": 0.00,
  "total_charge": 0,
  "homo_ev": -8.13,
  "species": ["C", "C", "C", "C", "C", "C", "C", "C", "C", "N", "O", "H", "H", "H", "H", "H", "H", "H", "H", "H", "H", "H", "H", "H", "H", "H", "H", "H", "H", "H", "O", "H", "H", "O", "H", "H", "O", "H", "H", "O", "H", "H", "O", "H", "H", "O", "H", "H"],
  "coordinates": [[1.686, 1.987, -3.352], [2.063, 1.931, -1.855], [3.550, 1.656, -1.767], [1.763, 3.265, -1.176], [0.274, 3.475, -0.928], [-0.322, 2.304, -0.150], [-0.036, 0.953, -0.764], [-0.266, -0.142, 0.273], [-0.987, 0.666, -1.943], [1.381, 0.896, -1.115], [1.702, -0.391, -1.610], [2.421, 2.564, -3.923], [1.700, 0.987, -3.788], [0.709, 2.436, -3.527], [4.111, 2.522, -2.120], [3.848, 1.485, -0.730], [3.802, 0.781, -2.363], [2.297, 3.336, -0.226], [2.142, 4.046, -1.843], [0.107, 4.383, -0.349], [-0.244, 3.561, -1.886], [-1.406, 2.446, -0.118], [0.049, 2.311, 0.880], [-0.324, -1.112, -0.221], [-1.218, 0.054, 0.771], [0.497, -0.175, 1.054], [-0.777, -0.320, -2.359], [-0.861, 1.385, -2.753], [-2.022, 0.730, -1.607], [1.973, -0.882, -0.826], [-3.073, -0.867, 2.427], [-3.273, -0.093, 1.896], [-2.397, -0.589, 3.055], [-0.462, -0.526, 3.783], [0.496, -0.483, 3.857], [-0.727, -1.173, 4.446], [-0.520, -3.278, 1.831], [-1.455, -3.465, 1.985], [-0.460, -2.315, 1.849], [-4.124, -2.930, 4.018], [-3.904, -3.774, 3.611], [-4.017, -2.288, 3.304], [-3.070, -4.874, 1.929], [-2.448, -5.511, 1.566], [-3.837, -4.918, 1.350], [2.149, -3.074, -0.297], [1.240, -2.955, 0.005], [2.268, -4.027, -0.294]],
  "forces_ev_per_a": [[0.1, 0.0, -0.2], [-0.1, 0.1, -0.6], [0.4, 0.0, 0.2], [-0.3, 0.2, -0.1], [0.1, -0.4, 0.0], [-0.1, 0.6, 0.1], [0.1, -0.5, -0.6], [-0.5, 0.0, 0.2], [0.2, 0.2, -0.2], [0.1, -0.3, 1.2], [-0.2, 0.1, -0.3], [0.0, 0.1, 0.2], [-0.1, 0.0, 0.1], [0.0, 0.0, 0.0], [0.0, 0.0, -0.2], [-0.1, -0.1, 0.0], [0.2, 0.0, 0.0], [0.1, -0.1, 0.0], [0.1, 0.1, 0.2], [0.0, 0.2, -0.2], [-0.1, 0.2, 0.0], [0.0, -0.1, 0.2], [0.0, 0.1, 0.0], [-0.1, 0.0, 0.1], [0.0, -0.2, 0.0], [0.1, 0.2, -0.1], [-0.1, 0.0, 0.1], [-0.1, 0.0, 0.1], [0.0, -0.2, 0.0], [0.3, -0.1, -0.2], [-0.2, -0.1, -0.1], [0.0, 0.1, 0.0], [0.2, 0.1, -0.1], [-0.2, -0.1, 0.1], [0.1, 0.1, 0.0], [0.1, -0.1, 0.1], [0.2, 0.1, -0.1], [-0.1, 0.0, -0.1], [-0.1, 0.0, 0.1], [-0.1, -0.2, 0.1], [0.1, 0.0, 0.0], [0.1, 0.2, 0.0], [0.0, 0.0, 0.0], [0.0, -0.1, 0.0], [0.0, 0.1, -0.1], [-0.1, 0.2, 0.0], [-0.1, -0.1, 0.1], [0.1, 0.0, 0.0]]
}

***

(2)
{
  "formula": "C32H22AsMoN2O8",
  "method": "ωB97M-V with the def2-TZVPD basis set",
  "orbital_gap_ev": 5.09,
  "lumo_ev": -12.35,
  "relative_energy_kj_mol": 104.55,
  "total_charge": 3,
  "homo_ev": -17.44,
  "species": ["Mo", "O", "C", "O", "C", "C", "C", "C", "C", "N", "C", "O", "O", "H", "H", "H", "O", "C", "C", "C", "C", "C", "C", "C", "O", "N", "O", "O", "H", "H", "H", "H", "C", "C", "C", "C", "C", "C", "As", "C", "C", "C", "C", "C", "C", "C", "C", "C", "C", "C", "C", "H", "H", "H", "H", "H", "H", "H", "H", "H", "H", "H", "H", "H", "H", "H"],
  "coordinates": [[-0.550, 0.040, 1.027], [-0.161, -2.831, 3.804], [-0.169, -1.760, 3.357], [-0.610, -1.515, 1.973], [0.218, -0.431, 3.902], [0.557, -0.140, 5.210], [0.848, 1.190, 5.521], [0.791, 2.177, 4.535], [0.450, 1.784, 3.253], [0.191, 0.514, 2.967], [0.268, 2.668, 2.064], [0.304, 3.829, 1.965], [-0.064, 1.819, 0.946], [0.584, -0.923, 5.957], [1.107, 1.460, 6.538], [0.994, 3.218, 4.750], [-2.346, 0.853, 2.285], [-3.427, 1.292, 1.866], [-3.808, 1.346, 0.477], [-4.991, 1.994, 0.109], [-5.323, 2.043, -1.229], [-4.545, 1.467, -2.216], [-3.368, 0.796, -1.874], [-3.038, 0.765, -0.543], [-1.884, 0.081, -0.161], [-6.579, 2.744, -1.620], [-6.833, 2.767, -2.798], [-7.207, 3.243, -0.717], [-4.147, 1.674, 2.599], [-5.644, 2.457, 0.840], [-4.871, 1.540, -3.246], [-2.745, 0.324, -2.622], [0.029, 1.159, -4.764], [0.705, 1.916, -3.815], [1.056, 1.349, -2.599], [0.722, 0.016, -2.356], [0.036, -0.751, -3.300], [-0.303, -0.168, -4.511], [1.251, -0.765, -0.704], [2.981, -0.129, -0.224], [3.938, -0.135, -1.240], [5.232, 0.274, -0.948], [5.562, 0.684, 0.336], [4.605, 0.686, 1.343], [3.310, 0.276, 1.065], [1.137, -2.664, -0.694], [-0.099, -3.300, -0.819], [-0.145, -4.683, -0.850], [1.033, -5.418, -0.758], [2.257, -4.778, -0.624], [2.320, -3.392, -0.581], [-0.227, 1.602, -5.718], [0.971, 2.943, -4.027], [1.599, 1.936, -1.867], [-0.185, -1.796, -3.123], [-0.803, -0.755, -5.270], [3.689, -0.444, -2.248], [5.981, 0.273, -1.728], [6.572, 1.003, 0.555], [4.873, 1.002, 2.342], [2.580, 0.261, 1.867], [-1.024, -2.739, -0.901], [-1.095, -5.190, -0.950], [0.993, -6.498, -0.788], [3.168, -5.357, -0.553], [3.279, -2.902, -0.465]],
  "forces_ev_per_a": [[-0.4, 0.3, -0.2], [0.0, 0.0, 0.1], [-0.1, 0.0, -0.4], [0.1, 0.4, 0.0], [0.0, -0.1, 0.2], [0.0, 0.0, -0.1], [0.0, 0.0, 0.0], [0.0, -0.1, -0.1], [0.1, 0.2, 0.1], [-0.2, 0.0, -0.1], [0.0, -0.2, -0.2], [0.1, 0.1, 0.0], [0.0, -0.3, 0.3], [0.0, 0.0, 0.0], [0.0, 0.0, 0.0], [0.0, 0.0, 0.0], [0.0, 0.0, 0.1], [0.0, 0.0, 0.0], [-0.1, 0.1, -0.2], [0.1, -0.1, -0.1], [-0.1, 0.0, 0.0], [0.0, 0.0, 0.0], [-0.2, 0.1, 0.1], [0.1, -0.2, 0.1], [0.2, -0.1, 0.2], [0.1, 0.2, 0.0], [0.0, -0.1, 0.1], [0.0, -0.1, -0.1], [0.0, 0.0, 0.0], [0.0, 0.0, 0.0], [0.0, 0.0, 0.0], [0.0, 0.0, 0.0], [0.0, 0.0, 0.0], [0.0, 0.0, 0.0], [-0.1, 0.0, 0.0], [-0.1, 0.0, 0.0], [0.1, 0.0, 0.0], [0.0, 0.0, 0.0], [0.3, 0.0, 0.0], [0.1, 0.0, -0.2], [0.0, 0.1, 0.0], [0.0, 0.0, 0.0], [0.0, 0.0, 0.0], [0.0, 0.0, 0.0], [0.0, 0.0, 0.1], [0.0, 0.0, 0.0], [0.0, 0.0, 0.0], [0.0, 0.0, 0.0], [0.0, 0.0, 0.0], [0.0, 0.0, 0.0], [0.0, 0.0, 0.0], [0.0, 0.0, 0.0], [0.0, 0.0, 0.0], [0.0, 0.0, 0.0], [0.0, 0.0, 0.0], [0.0, 0.0, 0.0], [0.0, 0.0, 0.0], [0.0, 0.0, 0.0], [0.0, 0.0, 0.0], [0.0, 0.0, 0.0], [0.0, 0.0, 0.0], [0.0, 0.0, 0.0], [0.0, 0.0, 0.0], [0.0, 0.0, 0.0], [0.0, 0.0, 0.0], [0.0, 0.0, 0.0]]
}

***

(3)
{
  "formula": "C13H16F23N3O25S9Y",
  "method": "ωB97M-V with the def2-TZVPD basis set",
  "orbital_gap_ev": 6.46,
  "lumo_ev": 4.44,
  "total_charge": -3,
  "homo_ev": -2.02,
  "species": ["Y", "N", "S", "O", "O", "F", "S", "O", "O", "F", "C", "F", "F", "F", "S", "O", "O", "N", "S", "O", "O", "C", "F", "F", "F", "C", "O", "C", "C", "N", "H", "H", "C", "C", "O", "C", "H", "H", "H", "H", "H", "H", "H", "H", "H", "H", "H", "H", "H", "H", "C", "F", "F", "F", "S", "O", "O", "O", "C", "F", "F", "F", "S", "O", "O", "O", "C", "F", "F", "F", "S", "O", "O", "O", "C", "F", "F", "F", "S", "O", "O", "O", "C", "F", "F", "F", "S", "O", "O", "O"],
  "coordinates": [[-1.939, 11.507, 2.127], [1.714, 11.780, 5.422], [3.028, 12.170, 4.682], [3.660, 13.474, 4.924], [3.205, 11.483, 3.402], [4.000, 11.343, 5.726], [0.717, 12.784, 4.545], [-0.220, 12.245, 3.551], [1.212, 14.119, 4.319], [-0.259, 13.086, 5.846], [0.503, 13.679, -1.279], [-0.311, 12.900, -1.989], [1.658, 13.946, -1.897], [-0.163, 14.768, -1.051], [0.833, 12.930, 0.503], [2.260, 12.661, 0.657], [0.303, 13.892, 1.459], [-0.232, 11.517, 0.647], [0.454, 10.424, -0.327], [-0.526, 9.474, -0.865], [1.345, 10.974, -1.363], [1.457, 9.158, 0.811], [1.161, 7.873, 0.373], [2.759, 9.271, 0.700], [1.161, 9.348, 2.098], [0.580, 6.344, 3.692], [1.218, 6.887, 4.920], [2.315, 7.703, 4.709], [2.633, 8.288, 6.064], [1.521, 9.211, 6.559], [1.566, 10.161, 6.218], [0.598, 8.817, 6.444], [1.569, 9.470, 8.069], [0.766, 8.398, 8.901], [1.762, 7.321, 9.021], [1.910, 6.703, 10.265], [-0.327, 5.856, 4.047], [1.139, 5.524, 3.243], [0.281, 7.148, 3.019], [2.080, 8.502, 4.007], [3.169, 7.175, 4.284], [3.611, 8.767, 6.032], [2.631, 7.455, 6.767], [0.958, 10.364, 7.938], [2.568, 9.747, 8.406], [-0.061, 8.067, 8.272], [0.612, 8.711, 9.934], [2.461, 5.768, 10.161], [0.958, 6.318, 10.633], [2.228, 7.353, 11.080], [-4.154, 14.357, -1.369], [-3.072, 15.216, -1.520], [-5.029, 14.768, -0.429], [-4.767, 14.292, -2.550], [-3.698, 12.547, -1.046], [-4.851, 11.636, -1.131], [-2.828, 12.346, -2.142], [-3.025, 12.461, 0.302], [-3.332, 7.721, -0.351], [-4.598, 7.266, -0.367], [-2.678, 6.684, -0.955], [-3.332, 8.812, -1.150], [-2.612, 8.005, 1.455], [-2.103, 9.365, 1.578], [-3.718, 7.798, 2.391], [-1.632, 6.940, 1.663], [-6.762, 11.826, 2.604], [-6.720, 12.517, 3.789], [-7.897, 11.071, 2.498], [-6.829, 12.649, 1.503], [-5.345, 10.540, 2.474], [-4.053, 11.231, 2.595], [-5.631, 9.593, 3.528], [-5.390, 9.890, 1.165], [-4.127, 15.675, 2.847], [-4.586, 16.772, 3.450], [-5.248, 15.033, 2.452], [-3.399, 15.936, 1.720], [-2.912, 14.652, 4.000], [-3.621, 14.576, 5.284], [-2.782, 13.268, 3.391], [-1.720, 15.472, 4.064], [-2.688, 10.857, 6.733], [-1.607, 11.140, 7.528], [-3.620, 10.344, 7.458], [-3.200, 11.890, 6.115], [-2.141, 9.636, 5.390], [-3.277, 8.767, 5.073], [-1.821, 10.459, 4.173], [-1.015, 8.886, 5.935]],
  "forces_ev_per_a": [[-2.3, 0.5, 1.1], [-2.1, 1.7, -1.9], [7.0, 0.2, -0.7], [-1.6, -2.1, -0.9], [-0.5, 1.4, 2.0], [-0.5, -0.8, -0.2], [-5.3, 2.9, 1.6], [3.3, 0.3, 2.1], [0.1, -2.1, -0.4], [0.6, -1.0, -1.4], [-0.7, -1.7, 0.6], [1.2, 0.3, 0.0], [-0.5, -0.2, 0.1], [-0.1, 1.6, 0.2], [0.5, 0.4, 2.1], [-1.9, -0.1, -0.7], [-0.2, -0.9, -1.6], [4.2, 1.6, -2.2], [-1.1, -3.5, -2.9], [1.1, 1.7, 1.2], [-0.6, -0.4, 2.2], [-0.7, -0.3, -1.1], [0.1, 1.9, 1.1], [0.8, 0.3, -0.3], [-0.5, -0.5, -0.3], [-0.3, 0.4, 1.6], [-1.0, -1.4, -1.2], [-0.5, 0.8, -0.2], [-0.4, -0.3, -0.1], [3.1, -1.8, 2.2], [0.0, 0.4, -1.4], [-1.1, -0.2, -1.3], [-2.2, 0.5, -0.8], [3.7, -0.1, -0.8], [-0.1, 0.0, -0.4], [-1.5, -0.6, 0.2], [-0.1, 0.4, 0.1], [0.7, 0.4, -0.2], [0.3, -0.2, -0.1], [0.0, 0.2, -0.2], [0.4, -0.2, 0.2], [-0.3, 0.5, 0.3], [0.2, 0.1, 0.1], [-0.1, 0.5, 1.5], [-0.1, -0.4, 0.0], [-0.4, 0.0, 0.6], [-0.8, 0.5, -0.3], [0.7, 0.5, -0.1], [-0.6, 0.0, 0.0], [0.7, 0.2, -0.1], [0.5, -1.1, 0.7], [-1.8, -1.1, 0.7], [0.8, 0.6, -0.8], [-0.3, 0.7, -0.1], [-0.9, -3.2, 1.6], [0.7, 2.7, 0.6], [1.7, 0.4, -1.4], [-0.5, 1.1, -1.3], [-0.5, 0.0, -0.9], [0.1, 0.5, 1.0], [0.6, 1.0, 0.3], [0.6, -1.0, 0.9], [-2.5, -3.1, 3.3], [1.0, 0.7, -1.3], [0.7, 0.3, -2.2], [0.4, 1.1, -1.5], [0.5, -0.6, -1.2], [-0.5, -0.7, -1.9], [0.5, 0.8, 0.9], [0.4, -0.3, 1.9], [0.8, -3.7, -1.6], [-1.4, 0.6, 0.8], [-0.6, 1.7, 0.4], [-1.1, 1.6, 0.7], [0.6, -1.9, -0.5], [0.8, 0.4, -0.2], [0.8, -0.2, 0.2], [-0.8, 0.5, 0.9], [-0.8, -1.3, 1.6], [0.2, 0.2, -1.6], [0.1, 3.2, 0.3], [-0.5, -0.5, -0.9], [1.4, -0.4, -2.2], [-0.8, 0.4, -0.3], [-1.1, -1.0, 1.6], [0.6, 0.8, 0.4], [-2.5, -1.8, -3.8], [1.4, 1.5, 1.7], [0.4, -0.9, 2.9], [0.5, 0.7, 0.6]]
}